Formula: C30H36N5O2PSiSn
Source: the Open Molecules 2025 dataset
Level of theory: ωB97M-V with the def2-TZVPD basis set

- 2S+1 = 1
- gap between HOMO and LUMO (eV) = 5.343
- HOMO energy (eV) = -5.93
- LUMO (eV) = -0.58
- energy (eV) = -66236.0488
- molar mass (g mol⁻¹) = 676.42

The geometry in XYZ format:
```
76
Properties=species:S:1:pos:R:3:forces:R:3:mulliken_charge:R:1
Sn -0.4630 -0.7979 0.3897 0.241 -0.439 0.056 0.424
C -4.0469 -2.9972 1.7844 0.030 -0.048 0.012 -1.329
C -2.5949 -2.5920 1.8470 0.067 -0.124 -0.061 0.800
O -2.0155 -2.4464 0.7055 -0.063 0.350 0.214 -0.677
C -1.9847 -2.4510 3.0763 -0.141 0.071 0.012 -1.177
C -0.6863 -1.9338 3.3558 0.039 0.126 0.075 1.120
C -0.1394 -2.1238 4.7434 -0.045 -0.006 0.010 -1.394
N 0.0172 -1.2447 2.4971 -0.025 -0.056 -0.231 0.302
N 1.2693 -0.8196 2.9368 0.089 -0.145 0.053 -0.656
C 1.9158 -0.1260 2.0508 -0.066 0.086 -0.074 0.375
O 1.4743 0.2430 0.8902 0.002 -0.075 0.116 -0.536
C 3.3181 0.2490 2.3971 0.010 0.088 -0.085 0.188
C 3.6919 0.5547 3.7003 -0.032 -0.008 0.100 -0.387
C 4.9971 0.9283 3.9842 0.025 -0.013 -0.003 -0.705
C 5.9470 0.9823 2.9731 -0.029 -0.034 -0.052 -0.390
C 5.5821 0.6656 1.6700 0.002 0.001 0.101 -0.591
C 4.2720 0.3105 1.3851 0.000 0.056 -0.023 -0.189
H -4.1391 -3.9647 1.2866 -0.004 0.014 -0.015 0.314
H -4.5772 -2.2614 1.1771 -0.015 -0.019 0.008 0.289
H -4.5105 -3.0491 2.7684 0.022 -0.024 -0.021 0.347
H -2.5529 -2.7763 3.9372 -0.004 0.091 0.011 0.187
H -0.8196 -2.7200 5.3482 -0.011 0.006 -0.033 0.416
H 0.0186 -1.1535 5.2160 0.027 -0.017 0.004 0.300
H 0.8350 -2.6081 4.6950 0.008 0.006 0.013 0.327
H 2.9480 0.5026 4.4852 -0.003 0.000 -0.034 0.445
H 5.2770 1.1808 4.9993 -0.015 -0.009 0.004 0.379
H 6.9659 1.2694 3.2007 -0.003 0.005 -0.013 0.372
H 6.3212 0.7010 0.8793 -0.013 0.002 -0.014 0.381
H 3.9697 0.0790 0.3715 -0.014 0.035 0.008 0.397
C 1.2072 -1.8418 -5.1551 -0.103 0.039 -0.056 -0.748
N 1.4677 -2.2578 -3.7069 -0.074 0.061 0.036 0.151
C 0.6387 -3.5144 -3.3961 -0.104 -0.045 0.020 -0.832
N -0.7283 -3.3246 -3.7126 -0.114 -0.058 0.035 0.150
C -0.8954 -2.9065 -5.0985 0.066 0.058 0.073 -0.886
N -0.1786 -1.6691 -5.3905 -0.070 0.087 -0.096 0.172
C -0.7421 -0.5274 -4.6374 0.015 -0.098 0.230 -1.310
P -0.6976 -0.6906 -2.7450 -0.077 -0.058 -0.650 1.002
C 1.1167 -1.1499 -2.7592 -0.061 0.234 0.187 -1.129
C -1.4009 -2.4204 -2.7630 0.128 0.063 0.055 -1.108
H 1.6130 -2.6283 -5.7922 0.017 -0.067 0.047 0.338
H 1.7479 -0.9108 -5.3193 0.058 -0.003 0.032 0.388
H 2.4537 -2.4917 -3.5974 0.017 0.023 0.000 0.353
H 0.7600 -3.7124 -2.3320 0.062 0.001 0.022 0.440
H 1.0712 -4.3216 -3.9883 0.046 0.026 -0.060 0.320
H -1.9545 -2.7535 -5.2949 -0.008 -0.017 -0.001 0.390
H -0.5260 -3.6945 -5.7589 0.034 -0.009 0.004 0.316
H -1.7826 -0.3977 -4.9393 0.009 0.008 -0.045 0.459
H -0.2110 0.3851 -4.9183 -0.003 -0.008 -0.037 0.408
H 1.4089 -1.4410 -1.7501 -0.028 -0.096 0.004 0.649
H 1.6893 -0.2604 -3.0326 0.052 -0.058 -0.107 0.282
H -2.4547 -2.3467 -3.0376 0.002 -0.017 -0.025 0.371
H -1.3638 -2.8419 -1.7569 0.016 0.008 -0.005 0.567
C -1.4448 3.6643 -3.3410 -0.005 -0.049 0.055 -0.525
C -2.7121 3.4748 -2.8070 0.045 -0.020 -0.014 -0.575
C -2.8664 2.8057 -1.5962 0.028 -0.033 -0.045 -0.491
C -1.7664 2.3083 -0.8974 0.059 -0.065 -0.063 0.206
C -0.4972 2.5109 -1.4538 0.015 0.057 0.094 -0.051
C -0.3326 3.1844 -2.6550 -0.042 0.023 -0.031 -0.596
Si -1.9317 1.3633 0.7394 -0.081 0.310 0.060 0.627
C -1.3903 2.5802 2.0743 0.085 -0.161 0.166 0.313
C -0.0299 2.8357 2.2867 -0.026 0.036 0.011 0.095
C 0.3896 3.6832 3.3033 -0.038 0.012 -0.004 -0.736
C -0.5447 4.2921 4.1321 -0.017 -0.015 -0.044 -0.460
C -1.8987 4.0629 3.9274 0.032 0.004 -0.002 -0.526
C -2.3140 3.2124 2.9102 0.017 -0.002 -0.023 -0.436
H -1.3218 4.1937 -4.2780 0.000 0.000 0.004 0.398
H -3.5802 3.8580 -3.3306 0.001 -0.015 0.014 0.398
H -3.8628 2.6677 -1.1886 0.025 0.012 -0.019 0.360
H 0.3812 2.1385 -0.9281 -0.028 0.010 -0.031 0.247
H 0.6613 3.3488 -3.0571 -0.004 -0.009 0.017 0.429
H -3.4039 1.1876 0.9180 0.000 -0.044 -0.002 -0.405
H 0.7123 2.3562 1.6563 -0.030 0.000 0.054 0.148
H 1.4477 3.8617 3.4560 -0.012 -0.017 -0.009 0.406
H -0.2186 4.9419 4.9351 -0.005 0.007 -0.020 0.376
H -2.6306 4.5460 4.5639 -0.002 -0.022 -0.005 0.386
H -3.3749 3.0391 2.7611 0.024 -0.014 0.036 0.336
```
Positions in Å, forces in eV/Å.